## P
Formula: C3H5N5O
Source: the Open Molecules 2025 dataset
Level of theory: the ωB97M-V functional and the def2-TZVPD basis

Cartesian coordinates (Å):
C -0.502 0.312 -0.238
C 0.824 0.129 -1.084
C -0.189 -0.559 0.838
H -2.960 1.828 0.003
H 2.198 0.665 -2.104
H 2.550 -1.042 -0.770
H 1.426 -1.025 1.485
H -1.899 -0.230 2.035
N -1.578 0.884 -0.750
N 1.096 0.625 -2.171
N 1.682 -0.490 -0.203
N 0.941 -1.212 0.747
N -1.034 -0.944 1.773
O -2.555 1.058 0.440

Output
Multiplicity: 1
HOMO (Eh): -0.33968
SMILES string: [H]\N=C1/NNC(=N/[H])/C1=N\O
Molar mass (g/mol): 127.11
Gap between HOMO and LUMO (eV): 8.310
Total charge: 0

Now the Mulliken charges, all in e:
1. C 0.612
2. C 0.151
3. C 0.482
4. H 0.345
5. H 0.232
6. H 0.327
7. H 0.285
8. H 0.320
9. N -0.465
10. N -0.618
11. N -0.282
12. N -0.195
13. N -0.766
14. O -0.428

---

## Q
Formula: C3H5N5O
Source: the Open Molecules 2025 dataset
Level of theory: the ωB97M-V functional and the def2-TZVPD basis

Cartesian coordinates (Å):
C 0.974 -0.018 0.553
C -0.235 -0.675 -0.226
C -0.767 -0.132 -1.569
N 2.283 -0.292 0.487
N 0.842 0.887 1.589
N 2.892 0.443 1.423
N 2.031 1.188 2.033
N -2.048 0.011 -1.563
O -1.312 -0.815 0.667
H 0.045 -1.671 -0.649
H 0.029 -0.074 -2.405
H -2.115 -0.451 0.263
H -2.574 0.387 -2.460
H -0.045 1.213 1.857

Output
Multiplicity: 1
HOMO (Eh): -0.38362
SMILES string: [H]/N=C/[C@H](O)c1nnn[nH]1
Molar mass (g/mol): 127.11
Gap between HOMO and LUMO (eV): 10.978
Total charge: 0

Now the Mulliken charges, all in e:
1. C 0.301
2. C 0.260
3. C 0.000
4. N -0.328
5. N 0.283
6. N -0.271
7. N -0.429
8. N -0.628
9. O -0.610
10. H 0.239
11. H 0.332
12. H 0.333
13. H 0.265
14. H 0.255

---

Stability summary: most stable Q, least stable P.

---

## P
Formula: C5H26N2O7
Source: the Open Molecules 2025 dataset
Level of theory: the ωB97M-V functional and the def2-TZVPD basis

Cartesian coordinates (Å):
C -0.395 2.139 0.153
O -0.662 3.096 -0.859
C -0.399 0.581 -0.528
C 0.372 -0.222 0.622
C -0.528 -0.389 1.813
C 0.365 -0.226 3.101
N 1.530 -1.145 2.984
N 0.307 0.662 -1.822
H 0.606 2.256 0.580
H -1.237 2.323 0.834
H -1.409 0.238 -0.475
H 1.275 0.390 0.805
H 0.692 -1.168 0.240
H -1.125 -1.265 1.818
H -1.342 0.346 1.825
H -0.201 -0.616 3.940
H 0.532 0.816 3.420
H 2.369 -0.919 3.505
H 1.125 -2.059 3.135
H 0.254 3.122 -1.265
H -0.240 0.910 -2.635
H 0.604 -0.303 -1.985
H -2.046 2.550 -3.283
H -1.828 2.430 -1.792
O -2.496 2.213 -2.508
H 1.181 -2.832 -0.894
H -0.067 -2.793 -0.100
O 0.312 -3.274 -0.838
H -2.941 -0.116 0.457
H -4.287 0.327 0.131
O -3.713 0.255 0.902
H 2.629 2.029 -2.331
H 2.009 1.729 -1.032
O 2.654 2.322 -1.414
H -0.362 -2.416 -2.319
H -1.318 -2.058 -3.528
O -0.409 -2.072 -3.231
H 2.418 -1.595 1.070
H 3.223 -2.911 0.999
O 2.548 -2.355 0.505

Output
Multiplicity: 1
HOMO (Eh): -0.35964
SMILES string: NCCC[C@H](N)CO.O.O.O.O.O.O
Molar mass (g/mol): 226.27
Gap between HOMO and LUMO (eV): 10.169
Total charge: 0

Now the Mulliken charges, all in e:
1. C -0.790
2. O -0.631
3. C -0.492
4. C 0.630
5. C -0.801
6. C -1.263
7. N -0.470
8. N -0.227
9. H 0.630
10. H 0.322
11. H 0.167
12. H 0.596
13. H -0.985
14. H 0.522
15. H 0.513
16. H 0.472
17. H 0.371
18. H 0.178
19. H 0.235
20. H 0.464
21. H 0.321
22. H 0.168
23. H 0.285
24. H 0.361
25. O -0.696
26. H 0.308
27. H 0.480
28. O -0.750
29. H 0.334
30. H 0.354
31. O -0.604
32. H 0.320
33. H 0.332
34. O -0.734
35. H 0.386
36. H 0.314
37. O -0.626
38. H 0.371
39. H 0.282
40. O -0.646

---

## Q
Formula: C5H26N2O7
Source: the Open Molecules 2025 dataset
Level of theory: the ωB97M-V functional and the def2-TZVPD basis

Cartesian coordinates (Å):
C -2.481 -1.978 -2.186
C -1.436 -1.901 -1.161
C -0.931 -0.433 -0.867
C -0.338 0.392 -2.073
N -0.027 2.696 -0.066
C -0.806 2.620 -1.333
N -0.941 1.661 -2.164
H -2.205 -2.760 -2.895
H -3.446 -2.248 -1.668
H -2.712 -0.976 -2.621
H -1.848 -2.294 -0.188
H -0.648 -2.673 -1.426
H -0.051 -0.639 -0.058
H -1.729 0.052 -0.276
H -0.672 -0.175 -3.061
H 0.690 0.380 -1.902
H -0.170 1.750 0.357
H -0.301 3.232 0.730
H -1.271 3.691 -1.378
H 3.599 2.265 0.261
H 2.408 2.299 -0.660
O 2.926 1.660 -0.123
H 2.563 0.089 -0.908
H 2.985 -1.145 -1.647
O 2.466 -0.393 -1.745
H -2.451 -1.855 1.880
H -1.238 -1.231 2.474
O -2.117 -1.044 2.217
H 0.074 -1.171 4.076
H 0.933 -1.123 2.817
O 0.202 -1.616 3.329
H 3.186 -2.082 1.031
H 2.066 -2.733 0.365
O 3.013 -2.671 0.385
H -2.268 0.590 1.850
H -3.025 1.921 1.450
O -2.239 1.577 1.644
H 1.427 1.152 2.231
H 1.773 0.357 0.852
O 1.381 0.315 1.748

Output
Multiplicity: 1
HOMO (Eh): -0.32146
SMILES string: CCCC/N=C\N.O.O.O.O.O.O.O
Molar mass (g/mol): 226.27
Gap between HOMO and LUMO (eV): 8.774
Total charge: 0

Now the Mulliken charges, all in e:
1. C -1.227
2. C -0.429
3. C 0.552
4. C -0.385
5. N -0.315
6. C 0.212
7. N -0.534
8. H 0.257
9. H 0.310
10. H 0.395
11. H 0.046
12. H 0.321
13. H -0.346
14. H 0.189
15. H 0.448
16. H 0.177
17. H -0.011
18. H 0.345
19. H 0.253
20. H 0.263
21. H 0.301
22. O -0.677
23. H 0.298
24. H 0.328
25. O -0.647
26. H 0.274
27. H 0.426
28. O -0.711
29. H 0.268
30. H 0.356
31. O -0.698
32. H 0.289
33. H 0.317
34. O -0.610
35. H 0.364
36. H 0.254
37. O -0.582
38. H 0.256
39. H 0.220
40. O -0.549

---

Stability summary: most stable P, least stable Q.

---

## P
Formula: C2H9NSi
Source: the Open Molecules 2025 dataset
Level of theory: the ωB97M-V functional and the def2-TZVPD basis

Cartesian coordinates (Å):
C 1.660 -0.509 0.002
C 0.720 0.370 -0.800
N -2.106 -0.811 0.066
Si -1.115 0.539 0.090
H 1.440 -0.285 1.115
H 1.621 -1.601 -0.140
H 2.705 -0.281 -0.299
H 0.717 0.107 -1.822
H 1.008 1.532 -0.671
H -1.604 -1.611 0.454
H -3.107 -0.862 0.107
H -0.003 1.743 2.120
H -1.936 1.669 -0.223

Output
Multiplicity: 1
HOMO (Eh): -0.29006
Molar mass (g/mol): 75.19
Gap between HOMO and LUMO (eV): 8.138
Total charge: 0

Now the Mulliken charges, all in e:
1. C -1.000
2. C -0.475
3. N -0.347
4. Si 0.094
5. H 0.265
6. H 0.294
7. H 0.293
8. H 0.417
9. H 0.213
10. H 0.236
11. H 0.238
12. H -0.117
13. H -0.110

---

## Q
Formula: C2H9NSi
Source: the Open Molecules 2025 dataset
Level of theory: the ωB97M-V functional and the def2-TZVPD basis

Cartesian coordinates (Å):
N -0.575 0.177 0.260
C -0.777 -1.107 -0.471
C -0.276 1.180 -0.671
Si 0.895 -0.008 1.320
H -0.913 -2.022 0.083
H -1.715 -1.009 -1.069
H 0.125 -1.353 -1.125
H -0.349 2.184 -0.202
H 0.658 0.867 -1.164
H -1.032 1.152 -1.478
H 1.858 -0.861 0.596
H 1.606 1.238 1.232
H 0.495 -0.437 2.688

Output
Multiplicity: 1
HOMO (Eh): -0.32793
SMILES string: CN(C)[SiH3]
Molar mass (g/mol): 75.19
Gap between HOMO and LUMO (eV): 9.978
Total charge: 0

Now the Mulliken charges, all in e:
1. N -0.208
2. C -0.836
3. C -0.971
4. Si 0.426
5. H 0.319
6. H 0.292
7. H 0.318
8. H 0.255
9. H 0.434
10. H 0.319
11. H -0.101
12. H -0.111
13. H -0.136

---

Stability summary: most stable Q, least stable P.